No. 1
{
  "formula": "C5H14O",
  "method": "ωB97M-V/def2-TZVPD",
  "symbols": ["H", "C", "H", "H", "H", "H", "C", "H", "H", "C", "H", "C", "H", "H", "H", "C", "H", "O", "H", "H"],
  "xyz": [[-3.20829, -1.41315, 1.52419], [-1.16690, -0.19295, 0.51825], [-0.51904, -0.37997, -1.59624], [0.66635, 3.32369, 1.57497], [3.27935, -0.48193, -1.36439], [-2.52192, -1.90927, -0.70277], [-2.66775, -0.84002, 0.24076], [1.74718, -1.03425, 0.48160], [1.55175, 0.54832, -0.01995], [-0.18348, -0.64575, -0.60067], [-0.64488, -0.62421, 1.54312], [2.18584, -1.10787, -1.53821], [2.50931, -2.18355, -1.29073], [0.75942, 4.44012, 2.68568], [1.72280, -0.72968, -2.55498], [1.34091, -0.55822, -0.42183], [-3.38524, 0.46532, -0.17155], [0.31583, 4.16338, 1.84200], [-0.39691, -1.80082, -0.60088], [-1.38434, 0.96083, 0.45163]],
  "e_lumo_ev": 0.66,
  "largest_force_ev_per_a": 4.99,
  "gap_ha": 0.4021,
  "total_energy_ha": -273.8876,
  "e_above_lowest_kj_mol": 668.1,
  "e_homo_ev": -10.28,
  "spin_multiplicity": 1
}


No. 2
{
  "formula": "C16H44N4O4",
  "method": "ωB97M-V/def2-TZVPD",
  "symbols": ["H", "O", "H", "H", "H", "H", "C", "C", "H", "H", "C", "H", "C", "H", "H", "C", "C", "N", "C", "N", "H", "H", "H", "H", "C", "H", "H", "H", "H", "C", "H", "H", "H", "C", "H", "H", "H", "H", "C", "H", "H", "H", "H", "H", "C", "N", "H", "H", "H", "C", "H", "C", "H", "C", "H", "H", "O", "H", "H", "H", "H", "H", "C", "N", "O", "H", "H", "O"],
  "xyz": [[-13.92021, 37.41485, -6.48968], [-15.31443, 34.52202, -8.97867], [-14.47899, 36.18248, -5.59234], [-14.84122, 37.88408, -8.82227], [-22.97626, 37.55106, -10.50116], [-19.39442, 40.05804, -9.95440], [-12.90855, 36.51654, -12.13568], [-15.74769, 37.44488, -8.38407], [-14.22662, 38.94358, -15.91089], [-12.49628, 40.83355, -15.58279], [-21.26202, 38.03719, -11.70822], [-20.83358, 36.72600, -13.20323], [-14.53497, 33.54098, -9.63896], [-15.17568, 32.92866, -10.26599], [-19.72740, 37.82923, -13.05193], [-18.59363, 39.32343, -10.06657], [-11.52735, 39.01584, -15.10646], [-14.76593, 36.91594, -6.23250], [-9.51109, 38.92853, -13.88103], [-20.74075, 37.73377, -13.05954], [-8.54628, 39.43477, -13.90521], [-11.16079, 38.11007, -15.62151], [-17.71757, 39.79917, -10.50980], [-13.98034, 39.88558, -17.35511], [-15.75193, 38.01969, -13.44617], [-21.40800, 39.12314, -11.71924], [-16.32399, 38.21890, -7.88299], [-20.63987, 38.16920, -9.65715], [-9.37371, 37.96442, -14.38741], [-15.18610, 35.86460, -12.21381], [-11.94618, 36.25201, -12.57324], [-16.17576, 38.42851, -14.36843], [-16.28689, 37.05242, -9.24981], [-20.27036, 37.73884, -10.59766], [-23.31228, 37.60481, -12.19222], [-13.98191, 32.93495, -8.91589], [-9.80653, 38.75006, -12.84226], [-12.78232, 36.38640, -11.04604], [-14.55327, 35.25111, -8.07131], [-14.69264, 38.26467, -13.45656], [-20.20246, 36.65998, -10.40139], [-15.98078, 36.04120, -14.18833], [-12.20884, 38.63466, -14.32961], [-11.70146, 40.95224, -17.76048], [-13.47849, 39.20938, -16.65912], [-17.49261, 36.42584, -12.87445], [-13.16209, 38.31419, -17.19437], [-16.33312, 35.85182, -7.11523], [-17.64098, 35.59985, -12.30214], [-22.55361, 37.28396, -11.47430], [-13.16937, 37.55787, -12.32565], [-15.39790, 36.33797, -7.40920], [-10.44800, 40.51749, -16.79591], [-12.25179, 39.88943, -16.08988], [-15.15610, 36.37731, -11.24075], [-16.24316, 38.64547, -12.68610], [-13.86176, 35.61962, -12.65119], [-13.64218, 35.67589, -8.54050], [-13.81105, 34.04515, -10.29652], [-17.79959, 37.20032, -12.28909], [-22.42117, 36.20800, -11.57300], [-15.64391, 34.89157, -11.99960], [-16.05636, 36.55428, -13.22494], [-11.32047, 40.20050, -17.20018], [-10.44975, 39.73210, -14.55616], [-18.27565, 38.98527, -9.07008], [-14.11917, 34.61430, -7.27155], [-18.97096, 38.24002, -10.87523]],
  "e_lumo_ev": 0.70,
  "largest_force_ev_per_a": 1.42,
  "gap_ha": 0.3573,
  "smiles": "COC[C@H](C)N.COC[C@H](C)N.COC[C@H](C)N.COC[C@H](C)N",
  "total_energy_ha": -1155.9083,
  "e_above_lowest_kj_mol": 31.9,
  "e_homo_ev": -9.03,
  "spin_multiplicity": 1
}


No. 3
{
  "formula": "H80O40",
  "method": "ωB97M-V/def2-TZVPD",
  "symbols": ["O", "O", "O", "O", "H", "O", "H", "H", "H", "H", "O", "O", "H", "H", "H", "H", "H", "H", "O", "H", "H", "O", "H", "O", "H", "H", "H", "H", "H", "H", "O", "H", "H", "H", "O", "H", "H", "H", "H", "O", "H", "O", "H", "H", "H", "O", "H", "O", "H", "H", "H", "O", "H", "H", "H", "H", "O", "H", "H", "H", "O", "H", "H", "H", "H", "H", "O", "H", "H", "O", "H", "H", "H", "H", "H", "O", "H", "H", "O", "H", "O", "H", "O", "O", "H", "H", "O", "H", "O", "O", "O", "H", "O", "O", "H", "O", "H", "H", "O", "H", "H", "H", "H", "H", "H", "H", "H", "H", "H", "H", "H", "O", "O", "H", "O", "H", "O", "H", "O", "O"],
  "xyz": [[-3.97260, 0.76871, -2.70900], [-1.93909, -0.11993, 3.84923], [-1.28455, -5.31733, 2.31168], [0.16885, 5.09359, 3.11971], [-0.07802, 2.34333, -0.59772], [4.23204, 2.72376, 3.38675], [5.06203, 2.98612, 2.97818], [1.56969, -2.19308, -4.65699], [1.90017, -3.09796, -0.09119], [-4.22786, -4.15994, 1.81207], [-0.38282, -1.46475, 6.16688], [1.32888, -0.78528, -2.24379], [3.65635, 3.78340, 1.96683], [-3.84335, 5.15513, -1.84082], [2.60370, 1.45287, 0.39772], [2.48314, 3.68120, -3.80274], [2.01344, -0.76094, -4.52639], [2.99479, -0.64160, -2.86575], [-1.32436, -2.70655, 3.05362], [1.07647, 2.70841, -2.66715], [-1.93239, -0.95721, 3.56712], [-3.88213, -1.64318, 3.75722], [4.16910, 4.30923, 0.76133], [-2.03747, 0.75867, -5.10863], [-3.25220, -4.19511, 2.90175], [4.18966, -3.85771, 1.16673], [-3.69428, 0.87447, 0.85032], [-1.16733, 1.75252, 4.07905], [-2.54395, 1.94733, 1.72678], [0.00119, -0.25411, 2.19970], [4.79060, -3.97988, 0.41625], [-0.89302, 1.03670, -3.84559], [-2.00592, 0.38147, -0.01933], [-1.59449, 2.76613, 5.19441], [-3.97531, 4.31181, -2.17346], [1.39285, -3.34745, 1.82434], [0.56615, 0.48153, 4.62505], [-0.58750, -1.73162, 0.32762], [1.71817, 2.40342, -0.21128], [-5.66035, -1.92927, -3.29421], [1.25767, -0.09321, -1.52139], [-1.51344, 2.69816, 4.38944], [5.74162, 0.67650, -0.15187], [1.06444, 3.53559, 2.67618], [-3.34663, 3.75040, -1.72838], [1.33998, -1.34985, -5.05492], [0.29637, -0.79232, 5.76760], [0.60654, -0.32371, 1.54300], [-1.82834, -1.14013, -2.95398], [-2.62145, 1.34662, -4.99957], [-0.30169, -0.40312, -4.04663], [1.33411, -2.79981, 2.63152], [-0.76124, -1.97299, 5.51288], [-0.48209, -4.68578, 2.22443], [-0.07112, 1.14469, -4.78643], [-4.46169, 1.56608, -2.96225], [1.78984, 3.09580, 2.43903], [2.20060, -0.58533, 2.28574], [4.20500, 1.80567, 3.31112], [0.53774, 5.18577, 4.00777], [3.16242, 3.19689, -4.21067], [-3.58261, -3.49460, -2.19049], [3.13720, 3.50480, -5.04947], [2.26360, 3.98100, 2.44031], [6.19132, -0.91671, 1.68560], [-1.51673, -3.00387, 2.21075], [3.50785, 3.88248, 1.00144], [-0.49087, -2.97643, 3.48504], [-5.60282, -0.01413, 0.19909], [-4.18452, -4.10860, 2.65097], [-3.18543, 0.77837, -2.26688], [2.29949, -3.18660, -1.49530], [-5.99616, -1.91468, -2.40590], [-2.12280, 0.73507, -6.13275], [0.07974, -4.73315, -4.51937], [5.86806, -0.06201, 2.01100], [-0.01484, 4.10954, -2.23385], [-1.28357, 4.77812, -2.97155], [-0.31852, -3.98730, -4.06770], [-4.75534, -1.74297, 4.18678], [-4.63770, -0.32157, 0.13182], [-1.79784, -2.57447, 0.14303], [-2.40608, -1.79625, -2.46966], [1.20118, 0.43762, 5.23761], [-0.98396, -0.39659, -0.99736], [-4.80885, -2.47219, -3.16768], [-0.55751, 0.21025, -3.40324], [-3.09041, -1.21109, -2.04613], [-0.35763, 3.15163, -0.22777], [1.20457, 1.89562, -2.36667], [-1.91354, -0.01745, -0.89848], [-2.75120, -0.09912, 4.32401], [-0.96309, -2.59506, 0.44303], [6.57495, 0.29666, -0.70192], [4.50340, -0.46458, -2.46621], [2.72282, -3.00782, -0.59859], [1.85372, 0.20521, 4.59757], [1.69973, -1.59638, -1.78463], [0.07827, 2.01013, -5.08554], [0.95074, 2.32817, -4.64189], [5.63231, -4.17125, 0.95636], [-1.27981, 3.26027, -0.37392], [-0.96291, -6.08461, 1.69199], [-0.79423, 4.85229, 3.04782], [0.61324, 1.27887, -2.79498], [3.41985, 0.20274, 2.50980], [1.13857, 0.54764, 1.42237], [-3.78706, -2.55057, -1.05876], [6.33920, 0.50252, -1.69079], [0.72592, -2.12491, 2.40080], [5.66083, -0.40160, 2.98947], [2.90636, -0.53376, 2.94301], [-4.06460, -3.39321, -1.33060], [-4.12102, 0.06418, -0.39762], [3.91512, -0.93124, -3.14791], [-3.76902, -2.45950, 3.44955], [-0.55850, 4.15125, -3.18427], [-0.68426, -3.42651, -4.76355], [1.97314, 1.41132, -0.25180], [-2.90467, 1.76217, 0.86509]],
  "e_lumo_ev": [1.73, 1.70],
  "largest_force_ev_per_a": 15.31,
  "gap_ha": [0.0721, 0.3602],
  "s2": 0.751,
  "total_energy_ha": -3057.0812,
  "total_charge": -1,
  "e_above_lowest_kj_mol": 1237.5,
  "e_homo_ev": [-0.23, -8.10],
  "spin_multiplicity": 2
}


No. 4
{
  "formula": "C40H92F18N11O18PS2",
  "method": "ωB97M-V/def2-TZVPD",
  "symbols": ["H", "N", "O", "H", "O", "N", "H", "H", "H", "O", "F", "H", "H", "H", "C", "N", "H", "C", "H", "F", "H", "F", "H", "O", "F", "H", "H", "H", "O", "H", "C", "H", "F", "H", "F", "C", "N", "H", "S", "P", "C", "H", "C", "H", "C", "O", "H", "H", "N", "H", "C", "C", "H", "C", "C", "H", "H", "C", "H", "N", "F", "C", "F", "H", "H", "H", "F", "H", "F", "C", "C", "S", "H", "C", "H", "C", "H", "F", "H", "H", "C", "H", "H", "H", "H", "H", "N", "H", "O", "H", "H", "F", "H", "C", "H", "C", "H", "N", "H", "H", "H", "C", "C", "H", "C", "C", "H", "C", "H", "H", "H", "H", "C", "H", "C", "C", "N", "H", "H", "H", "H", "O", "O", "H", "H", "F", "F", "H", "H", "O", "H", "H", "H", "O", "C", "H", "C", "H", "H", "H", "F", "N", "C", "C", "H", "O", "O", "C", "H", "H", "N", "H", "H", "C", "H", "O", "H", "H", "H", "O", "O", "H", "H", "H", "H", "C", "O", "C", "C", "C", "H", "F", "O", "F", "C", "H", "F", "H", "H", "C", "H", "H"],
  "xyz": [[-0.01384, -8.55133, -5.89221], [1.95136, 3.82107, -4.06376], [3.59670, 5.89373, 5.37707], [8.80477, 5.34382, 2.34607], [-3.34368, -5.01055, -0.61751], [-2.40904, 6.52885, -1.47378], [-1.07515, -9.03175, 3.58091], [4.27683, 3.63036, 3.33460], [-5.52539, 3.41161, 0.96112], [5.56119, -4.51416, -4.50401], [5.71823, 3.33527, -1.21454], [-1.83298, -8.29694, 4.86984], [-2.56381, -2.44960, -4.53637], [-6.08726, -6.38436, 0.31868], [-3.64406, -3.95770, -5.40404], [-0.09566, -6.36701, -3.70069], [7.17890, 6.06169, 2.64894], [-6.47194, -0.39401, 2.92116], [6.09130, -7.29666, -3.03005], [-1.68813, 7.94176, 2.33239], [3.85761, -1.74302, -0.74475], [-0.12047, -1.07990, -7.04041], [-0.11153, -5.66779, 0.42947], [5.81898, 3.73076, 2.00713], [0.32133, -2.97345, -7.77539], [1.13313, 0.53231, -4.83072], [2.28042, 2.41645, 3.25691], [2.28612, 4.09293, -2.11392], [-1.96539, -7.85365, -3.64211], [-0.91215, -6.16456, -1.74368], [6.43745, -6.27985, -3.21547], [-1.36159, 5.24393, 5.09921], [-1.04084, 8.48748, 4.50443], [1.56933, 4.03902, 3.19637], [1.35576, 2.73556, 0.88593], [5.23942, 2.78939, 1.09823], [2.81506, -0.42095, 0.58791], [1.86894, -0.40840, 0.23466], [-0.49145, 1.32810, -0.38660], [-0.86179, 7.16563, 3.52019], [-0.87901, -7.89186, -5.82397], [2.98501, 0.48199, 1.00732], [-5.05730, 2.46768, 0.68186], [-3.06219, 6.03528, 8.10547], [7.77240, 5.14753, 2.63555], [-0.74168, -5.81340, 4.30709], [2.25217, -4.14572, -2.65780], [-5.31787, -0.08907, 0.94062], [4.16721, -5.11239, -2.65334], [-1.83643, 8.10737, -0.16417], [7.15581, 4.20718, 1.56611], [4.73995, 3.37287, -0.25731], [-2.98772, 7.11854, -2.05472], [-0.24768, -5.54382, 1.50380], [-0.94958, -5.56012, -2.64997], [-3.77945, -5.49353, 2.11643], [-0.19520, 1.69029, -4.23867], [3.57354, 5.45841, 4.22162], [7.68672, 4.60335, 3.57610], [-0.26796, -6.94739, 2.19576], [-0.59125, 3.57773, 1.32124], [-2.41652, 6.02402, 7.22736], [0.52390, 7.77448, 2.83130], [-1.96200, 5.88667, -2.11241], [-1.06337, -4.99703, 1.97684], [-5.50004, -4.88264, -2.56288], [-2.25616, 6.57218, 4.21091], [1.67664, -0.22219, 3.13221], [-1.89023, -2.82910, -1.68988], [-4.55447, -5.13958, -0.54947], [-2.56053, 3.58478, 4.56729], [-0.14549, -0.86524, -1.56637], [-2.92704, 6.70410, 6.54548], [-1.04152, -7.46084, -4.34680], [7.26219, -6.28533, -3.92812], [-0.60650, -6.88309, 3.69243], [2.89291, 6.51987, 2.33996], [3.71576, 2.71305, -0.78477], [-4.78588, -7.09548, 0.44049], [1.06454, 4.28462, -4.20070], [3.82314, -0.67508, -0.52931], [3.00087, -4.06287, -4.18521], [-4.56092, -3.38467, -5.26583], [0.70590, -5.06828, 1.73323], [-4.04684, 2.82967, 0.49206], [0.75097, -6.67993, -3.24749], [-5.13183, -6.15296, 0.55042], [2.62000, 5.55156, -3.02016], [-0.01908, 2.09270, -1.53361], [-1.79215, -8.44780, -6.03660], [6.05398, 2.17581, 0.71339], [4.27639, 4.67853, -0.11255], [-2.14613, 3.49290, 3.56333], [3.22792, -3.99925, -3.12102], [-0.85889, 7.98696, -1.53995], [0.45695, -2.21847, -6.67917], [-5.79375, -0.32456, 3.77165], [0.38184, 0.11413, -0.19143], [0.03564, -8.49546, 4.77880], [-6.62967, -4.82537, -1.25576], [4.53545, 5.82502, 2.40111], [2.83252, 4.48355, -2.97239], [-0.90655, -8.22969, 4.29949], [3.53796, -0.13584, -1.43264], [2.16408, 3.35398, 3.80060], [-5.60911, -4.55673, -1.52847], [3.67961, -3.04782, -2.84022], [-2.42603, -3.03100, -5.44801], [0.57186, -7.43890, 1.92513], [-2.71072, 2.61117, 5.03380], [-0.61042, 6.68952, -0.21512], [-3.79780, -4.42271, -6.37781], [1.67033, -1.23198, 2.72187], [-5.19885, -6.55098, 2.39698], [-3.06943, 5.62243, -0.42534], [-1.25716, -2.18295, -0.74829], [-5.85579, 0.34948, 1.67439], [4.73851, -0.19926, -0.17747], [-0.88598, -7.17120, -6.64171], [-5.45962, -4.75247, 2.18203], [0.78116, -1.44880, 2.12986], [1.08476, -1.51135, -2.01833], [-5.00165, 2.14865, 3.09001], [-6.68323, 0.58703, 1.14618], [-0.77981, 3.91369, 5.76048], [-0.02465, 1.66676, 2.31967], [1.74527, -1.85725, -6.51730], [-3.94571, 6.53783, 1.27631], [1.69310, -1.89421, 3.58733], [0.88163, -4.17840, -5.20225], [-6.64343, -1.43254, 2.63805], [-1.03653, -7.41352, 1.73519], [-7.36772, 0.17997, 3.15829], [-3.14377, 3.75909, 7.34505], [-4.29069, 6.16165, 0.31321], [4.54215, -4.86104, -1.74983], [-1.27652, 7.37240, -0.74246], [-0.16082, -2.29667, -4.61252], [-4.93536, 5.28869, 0.41542], [-4.72625, 6.95323, -0.29653], [-2.14657, -1.56703, 0.03892], [-1.64753, 4.37779, 5.53295], [-2.47324, 4.61172, 6.78459], [3.77921, 6.37790, 2.95836], [6.94726, -5.94335, -2.31272], [2.66697, 1.72590, -3.22905], [3.57116, -2.42070, 1.78708], [-4.84808, -5.62311, 1.94516], [4.11114, 7.37364, 3.25233], [7.82063, 3.34836, 1.47367], [3.56310, 3.95328, 3.97210], [-2.60728, -2.56139, -6.41481], [-1.97416, -5.42749, -2.99746], [2.76253, -1.48413, 1.70832], [0.61412, 2.08522, -5.64760], [4.36031, 1.95987, 1.88753], [0.25918, -5.65100, -4.31836], [-3.49688, 4.14276, 4.56961], [7.32634, 4.74296, 0.63232], [-2.61163, 4.50622, -0.30531], [-0.95108, -0.21911, -2.59426], [-5.58287, 2.14175, -0.21572], [-0.43099, -4.65458, -2.33508], [-5.61252, -3.47087, -1.43358], [3.70101, -5.99835, -2.51981], [5.37844, -5.28147, -3.58844], [-1.19120, -3.76752, -5.68927], [0.77884, 1.55593, -4.70908], [0.01184, -3.07213, -5.35881], [1.83248, 2.26653, -3.95237], [-1.37374, 6.20312, 7.48934], [-0.78071, 5.87043, 2.54309], [-1.97540, 1.18252, -0.17125], [-0.43424, -2.98875, 0.04171], [0.12284, 2.41196, 1.14916], [1.77321, 3.13611, 4.79451], [0.10892, 6.47209, 4.65184], [3.83180, 4.18998, -3.29385], [-3.55952, -4.83340, -4.76053], [-5.23245, 1.71500, 1.94815], [3.86113, 3.70150, 4.90371], [2.34658, 3.90790, -4.98916]],
  "e_lumo_ev": [-15.01, -16.70],
  "largest_force_ev_per_a": 8.17,
  "gap_ha": [0.1568, 0.0946],
  "s2": 0.755,
  "total_energy_ha": -6468.1145,
  "total_charge": 7,
  "e_homo_ev": [-19.27, -19.27],
  "spin_multiplicity": 2
}